(1)
Entry from the OMol25 dataset: a cluster of 5 separate species, C22H42N2O6 in total in a non-equilibrium geometry (ωB97M-V/def2-TZVPD).

Computed properties:
**SMILES string**: CNCc1cccc2c1C(=O)NC2=O.CC(C)O.CC(C)O.CC(C)O.CC(C)O
**E_HOMO**: -0.340 hartree
**Relative energy (zero: lowest compared OMol25 entry of this formula, charge and spin)**: 0.0 kcal per mole
**LUMO energy**: -0.32 eV
**Gap between HOMO and LUMO**: 0.32824 Ha

CARTESIAN COORDINATES (ANGSTROEM)
C 1.1062 -2.4101 -3.0048
N 0.1733 -2.4705 -4.1315
C -0.6552 -1.2664 -4.2187
C -2.1083 -1.5228 -3.8259
C -2.6383 -2.7843 -3.7869
C -3.9601 -2.9629 -3.4458
C -4.7870 -1.9134 -3.1395
C -4.2279 -0.6731 -3.1677
C -2.9073 -0.4483 -3.5063
C -2.6189 1.0294 -3.4851
O -1.5872 1.5578 -3.8215
N -3.8143 1.6750 -3.0406
C -4.8317 0.6778 -2.8990
O -5.9854 0.9290 -2.6322
H 1.6053 -1.4354 -2.9039
H 0.5536 -2.5993 -2.0792
H 1.8746 -3.1767 -3.1244
H 0.6970 -2.5758 -4.9891
H -0.2833 -0.5330 -3.4934
H -0.6080 -0.7819 -5.1978
H -2.0355 -3.6494 -4.0259
H -4.3749 -3.9649 -3.4395
H -5.8358 -2.0294 -2.8965
H -3.6691 2.0889 -2.1220
C 0.9294 -2.4067 1.6256
C 2.2329 -2.6289 0.8728
C 3.1346 -3.6121 1.6048
O 2.9091 -1.3859 0.7094
H 1.1237 -1.9858 2.6158
H 0.2978 -1.6943 1.0930
H 0.3767 -3.3404 1.7468
H 2.0173 -3.0057 -0.1285
H 3.3979 -3.2289 2.5947
H 4.0673 -3.7547 1.0576
H 2.6493 -4.5824 1.7256
H 3.1084 -1.0321 1.5848
C 5.0342 2.2700 0.5270
C 4.0429 2.5010 1.6563
C 4.5129 3.6056 2.5884
O 3.8678 1.2906 2.3959
H 6.0063 1.9637 0.9244
H 4.6872 1.4689 -0.1271
H 5.1722 3.1733 -0.0693
H 3.0685 2.7602 1.2406
H 5.4689 3.3407 3.0500
H 3.7963 3.7537 3.3982
H 4.6357 4.5495 2.0555
H 4.7214 1.0471 2.7703
C 6.0605 1.5289 5.6713
C 7.3575 1.3093 4.9065
C 8.2712 0.3351 5.6340
O 8.0270 2.5560 4.7271
H 6.2581 1.9560 6.6581
H 5.4198 2.2349 5.1417
H 5.5150 0.5925 5.8025
H 7.1352 0.9256 3.9080
H 8.5422 0.7248 6.6190
H 9.1988 0.1936 5.0784
H 7.7915 -0.6363 5.7650
H 8.2315 2.9091 5.5991
C -9.3310 0.9729 -2.8820
C -10.3707 1.1018 -1.7799
C -10.0293 2.2403 -0.8306
O -10.4549 -0.1233 -1.0505
H -8.3478 0.7545 -2.4634
H -9.5838 0.1485 -3.5510
H -9.2610 1.8899 -3.4696
H -11.3542 1.2743 -2.2195
H -9.0659 2.0609 -0.3453
H -10.7778 2.3170 -0.0405
H -9.9797 3.1944 -1.3580
H -9.5924 -0.2880 -0.6560

---

(2)
Entry from the OMol25 dataset: a cluster of 8 separate species, C22H42N2O6 in total in a non-equilibrium geometry (ωB97M-V/def2-TZVPD).

Computed properties:
**⟨S²⟩**: 0.757
**E_HOMO (spin up / spin down)**: -0.408 / -0.408 hartree
**LUMO energy (spin up / spin down)**: -5.39 / -9.06 eV
**Gap between HOMO and LUMO (spin up / spin down)**: 0.21002 / 0.07535 Ha
**Multiplicity**: 2
**Total charge**: +1

CARTESIAN COORDINATES (ANGSTROEM)
C -2.4769 -2.2560 3.9769
C -2.6901 -2.5143 2.5484
N -2.8229 -2.7942 1.4790
H -3.2486 -1.5485 4.2803
H -1.4528 -1.8861 3.9290
H -2.4779 -3.1721 4.5676
C 0.8368 -1.0172 -0.4137
C 0.1197 -0.5713 0.8195
N -0.5000 -0.2521 1.7377
H 0.2001 -1.4963 -1.1575
H 1.4645 -1.8603 -0.1253
H 1.4940 -0.2215 -0.7645
C -0.0735 1.4893 4.5098
C 1.1151 2.3601 4.9581
O 2.2351 2.0522 4.6220
C 0.9777 3.7437 5.7090
H 0.2474 0.4523 4.6093
H -0.2924 1.6334 3.4517
H -0.9690 1.6724 5.1036
H 0.0156 3.9896 6.1583
H 1.2819 4.4649 4.9504
H 1.7277 3.8380 6.4944
C 0.5575 2.6280 -1.5538
C -0.6576 2.3138 -0.7408
O -1.4797 1.4557 -1.0024
C -1.0288 3.2361 0.3908
H 0.3939 2.9014 -2.5962
H 1.2257 1.7690 -1.6156
H 1.0063 3.4777 -1.0393
H -1.1859 4.2667 0.0726
H -0.2662 3.1557 1.1655
H -1.9311 2.7457 0.7561
C 5.9006 0.2218 -0.3508
C 4.4126 0.5427 -0.2681
O 3.7105 1.0730 -1.0763
C 3.7733 0.1924 1.0753
H 6.2053 -0.6962 0.1517
H 6.3682 1.0103 0.2389
H 6.0805 0.1804 -1.4250
H 4.1986 0.7494 1.9102
H 3.8213 -0.8774 1.2782
H 2.7251 0.4795 1.1581
C -4.8110 1.2978 0.8288
C -4.5137 1.9279 2.1729
O -5.0830 2.9065 2.5388
C -3.3593 1.4115 2.9762
H -4.2212 1.6806 -0.0040
H -5.8534 1.4840 0.5701
H -4.6907 0.2160 0.7705
H -3.4580 1.7931 3.9925
H -2.4042 1.8372 2.6685
H -3.4829 0.3400 2.8195
C -1.3770 -1.6653 -4.3077
C -0.1508 -0.7983 -4.1064
O 0.9340 -1.3077 -3.7223
C -0.2046 0.7341 -4.2688
H -1.0426 -2.6627 -4.0225
H -1.5339 -1.5651 -5.3817
H -2.2512 -1.4403 -3.6967
H 0.7683 0.9097 -4.7278
H -0.2800 1.2747 -3.3254
H -1.0310 0.8845 -4.9636
C 1.7253 -4.4174 -5.5115
C 0.3952 -4.7416 -4.7480
O -0.6322 -5.1758 -5.3371
C 0.4811 -4.6962 -3.2418
H 2.4725 -3.9168 -4.8957
H 1.5603 -3.8794 -6.4450
H 2.2025 -5.3133 -5.9086
H 0.8790 -5.6334 -2.8528
H -0.5513 -4.6472 -2.8957
H 0.9719 -3.7685 -2.9474

---

(3)
Entry from the OMol25 dataset: a cluster of 2 separate species, C22H43BF3NO6 in total in a non-equilibrium geometry (ωB97M-V/def2-TZVPD).

Computed properties:
**E_HOMO**: -0.043 hartree
**LUMO energy**: 4.11 eV
**Gap between HOMO and LUMO**: 0.19436 Ha
**Total charge**: -2

CARTESIAN COORDINATES (ANGSTROEM)
C 0.8857 4.1910 -3.3313
C 0.6849 3.5016 -1.9733
C 1.9430 2.7127 -1.5787
N 2.1433 2.6577 -0.1433
C 1.6998 1.4041 0.5189
C 2.7741 0.3359 0.2426
C 2.6199 -1.0525 0.9125
O 0.4488 1.1133 0.0047
B -0.4237 0.4921 1.0126
O -0.5120 -1.0140 0.9110
C -0.1788 -1.6335 -0.2909
C -1.2695 -1.6329 -1.3810
C -1.2637 -0.3612 -2.2583
C -2.6810 -1.9521 -0.8671
C -2.6936 -3.0109 0.2268
C -3.5472 -2.4671 -2.0495
C -1.9916 1.0438 1.1058
C -2.3800 2.0692 0.0117
C -2.3826 1.5685 2.4841
C -2.5293 0.4522 3.5453
C -3.8183 0.5640 4.3528
O 0.3294 0.7815 2.2954
C 1.3654 1.6940 2.0626
C 1.0394 3.2328 2.1630
O -0.0974 3.5845 1.8465
O 1.9981 3.9355 2.5078
C 2.4621 1.3510 3.0966
F 2.5150 0.0506 3.4395
F 3.7197 1.6555 2.6793
F 2.2970 1.9845 4.2736
H 0.0223 4.7799 -3.6353
H 1.1198 3.4308 -4.0800
H 1.7622 4.8434 -3.2714
H -0.1175 2.7741 -2.0972
H 0.4203 4.1999 -1.1851
H 1.8753 1.7231 -2.0476
H 2.8138 3.2158 -2.0188
H 3.0977 2.8601 0.1117
H 2.8332 0.1810 -0.8378
H 3.7334 0.7536 0.5396
H 1.7409 -1.1083 1.5451
H 2.4858 -1.8178 0.1435
H 3.5189 -1.3253 1.4644
H 0.7338 -1.2475 -0.7533
H 0.0302 -2.6890 -0.0636
H -1.0016 -2.4606 -2.0535
H -1.4173 -0.6330 -3.3067
H -2.0715 0.3066 -1.9626
H -0.3094 0.1536 -2.1819
H -3.1778 -1.0380 -0.5430
H -2.4501 -3.9952 -0.1834
H -3.7110 -3.0946 0.6264
H -2.0400 -2.7630 1.0581
H -3.7757 -1.6344 -2.7170
H -3.0132 -3.2373 -2.6049
H -4.4924 -2.8518 -1.6621
H -2.6282 0.1639 0.9499
H -2.5769 3.0434 0.4560
H -3.3171 1.7605 -0.4804
H -1.6274 2.1603 -0.7664
H -1.7054 2.3450 2.8227
H -3.3744 2.0455 2.3879
H -2.4781 -0.5122 3.0382
H -1.6800 0.5182 4.2262
H -4.6945 0.5825 3.7020
H -3.8101 1.4488 4.9904
H -3.9348 -0.3067 5.0105
C 4.0128 -4.7047 -2.8321
C 3.2137 -4.1775 -1.6511
O 1.9328 -3.7078 -2.0400
H 4.1266 -3.9259 -3.5869
H 5.0045 -5.0384 -2.5192
H 3.4989 -5.5484 -3.3016
H 3.7193 -3.3282 -1.1956
H 3.1072 -4.9561 -0.8863
H 1.4445 -4.4398 -2.4277

---

| no. | energy (Eh) |
| --- | --- |
| 1 | -1424.41946 |
| 2 | -1423.96739 |
| 3 | -1694.84281 |